[1]
Density functional theory data (ωB97M-V/def2-TZVPD) for the ion C6H10N3O with charge +1 at a distorted geometry.

```
! RIJCOSX wB97M-V def2-TZVPD def2/J DEFGRID3
* xyz 1 1
C 1.579 2.250 1.241
C 1.286 0.903 1.230
C 0.963 1.824 -0.724
C 1.145 -1.782 -0.201
C -2.528 -0.551 -0.554
C 0.361 -0.516 -0.524
N 1.344 2.799 0.012
N 0.819 0.666 -0.055
N -1.245 -1.109 0.044
O 0.764 -2.832 0.246
H 2.105 2.709 2.026
H 1.204 0.316 2.051
H 0.471 1.859 -1.644
H 2.270 -1.843 -0.618
H -3.338 -1.208 -0.241
H -2.715 0.382 0.033
H -2.357 -0.238 -1.580
H 0.328 -0.451 -1.590
H -1.281 -2.071 -0.222
H -1.176 -1.106 1.069
*
```

Output
Strongest force on any atom   0.08184 hartree/bohr
Structure (SMILES)   C[NH2+][C@H](C=O)n1ccnc1
Energy relative to the best compared isomer or geometry (same formula, charge and spin)   393.0 kJ/mol
LUMO energy   -4.15 eV
HOMO-LUMO gap   9.184 eV
E_tot   -12892.569 eV

***

[2]
Density functional theory data (ωB97M-V/def2-TZVPD) for a cluster of 2 separate species, C6H10N3O in total at a distorted geometry.

```
! RIJCOSX wB97M-V def2-TZVPD def2/J DEFGRID3
* xyz 1 1
C -0.887 -0.400 0.325
C -2.991 0.322 0.351
C 1.428 -0.631 0.635
C -2.766 -0.431 -0.900
C 2.889 1.231 -0.297
C 2.116 -0.151 -0.543
N 1.658 -1.020 1.772
N -1.746 0.245 1.091
N -1.339 -0.747 -0.821
O -3.939 0.773 0.899
H -3.337 -1.347 -0.901
H -3.190 0.082 -1.747
H 2.030 1.969 -0.058
H 3.556 1.158 0.574
H 3.232 1.609 -1.293
H 1.391 0.228 -1.271
H 2.995 -0.864 -0.817
H 1.129 -1.318 2.486
H -1.394 0.695 1.951
H -0.836 -1.405 -1.436
*
```

Output
Strongest force on any atom   0.13285 hartree/bohr
Energy relative to the best compared isomer or geometry (same formula, charge and spin)   429.5 kJ/mol
LUMO energy   -4.00 eV
HOMO-LUMO gap   9.463 eV
E_tot   -12892.190 eV

***

[3]
Density functional theory data (ωB97M-V/def2-TZVPD) for a structure of composition C6H10N3S at a distorted geometry.

```
! RIJCOSX wB97M-V def2-TZVPD def2/J DEFGRID3
* xyz 1 1
C -2.737 -1.642 -0.045
C -2.022 -0.786 0.728
C -0.751 -1.715 -0.813
C 1.722 -0.698 0.821
C 0.334 -0.074 0.684
C 1.098 1.119 -0.715
N -1.930 -2.190 -1.005
N -0.721 -0.827 0.249
N 0.902 2.577 -0.521
S 2.710 0.540 -0.095
H -3.775 -1.901 -0.003
H -2.284 -0.222 1.599
H 0.104 -1.947 -1.414
H 2.043 -0.796 1.858
H 1.794 -1.659 0.318
H 0.075 0.615 1.481
H 0.831 0.804 -1.717
H 1.265 3.108 -1.329
H 1.433 2.872 0.314
H -0.092 2.823 -0.397
*
```

Output
Strongest force on any atom   0.07423 hartree/bohr
Energy relative to the best compared isomer or geometry (same formula, charge and spin)   186.9 kJ/mol
LUMO energy   -3.84 eV
HOMO-LUMO gap   8.618 eV
E_tot   -21681.019 eV

***

[4]
Density functional theory data (ωB97M-V/def2-TZVPD) for the ion C6H10N4 with charge +2 at a distorted geometry.

```
! RIJCOSX wB97M-V def2-TZVPD def2/J DEFGRID3
* xyz 2 1
C -1.995 1.259 0.507
C 1.157 -1.488 -0.180
C 1.387 0.842 -0.131
C -1.576 -0.235 0.777
C -0.773 0.719 -1.235
C -1.079 -0.574 -0.585
N -1.401 1.704 -0.561
N 1.811 -0.353 0.204
N -0.020 -1.604 -0.574
N 1.952 1.986 0.179
H -2.505 1.773 1.317
H 1.743 -2.361 0.028
H -0.767 -0.168 1.468
H -2.351 -0.880 1.124
H -0.156 1.004 -2.218
H -2.040 -0.953 -1.110
H 2.790 -0.536 0.619
H -0.428 -2.590 -0.771
H 1.350 2.861 0.162
H 2.952 2.168 0.583
*
```

Output
Strongest force on any atom   0.09919 hartree/bohr
Energy relative to the best compared isomer or geometry (same formula, charge and spin)   300.4 kJ/mol
LUMO energy   -9.45 eV
HOMO-LUMO gap   8.502 eV
E_tot   -12323.741 eV

***

[5]
Density functional theory data (ωB97M-V/def2-TZVPD) for the ion C6H10NO with charge +1 at a distorted geometry.

```
! RIJCOSX wB97M-V def2-TZVPD def2/J DEFGRID3
* xyz 1 1
C -1.399 -1.246 0.098
C -0.266 -1.962 0.074
C -1.703 0.229 0.012
C 1.748 1.381 -0.151
C 0.951 -1.011 -0.256
C 0.823 0.327 0.415
N -0.611 0.874 0.220
O -2.818 0.785 -0.293
H -2.282 -1.849 0.462
H 1.809 1.719 -1.183
H 1.463 2.369 0.308
H 2.881 1.257 -0.005
H 1.988 -1.411 -0.075
H 0.897 -0.761 -1.292
H -0.094 -3.054 -0.042
H 0.774 0.250 1.556
H -0.608 1.840 0.051
H -3.553 0.261 0.099
*
```

Output
Strongest force on any atom   0.10180 hartree/bohr
Structure (SMILES)   C[C@@H]1CC=CC(O)=[NH+]1
Energy relative to the best compared isomer or geometry (same formula, charge and spin)   86.1 kJ/mol
LUMO energy   -4.49 eV
HOMO-LUMO gap   10.136 eV
E_tot   -9913.501 eV

***

[6]
Density functional theory data (ωB97M-V/def2-TZVPD) for the molecule C6H10NO2P at a distorted geometry.

```
! RIJCOSX wB97M-V def2-TZVPD def2/J DEFGRID3
* xyz 0 1
C 0.096 -1.393 0.134
C 0.812 -0.130 0.136
C -1.572 -1.197 0.031
C -0.150 0.914 0.324
C 3.191 -0.829 0.183
C -2.611 1.463 -0.508
N 2.161 0.207 -0.061
O -2.439 -2.183 0.209
O 0.340 2.245 0.326
P -1.778 0.426 0.776
H 0.476 -2.360 0.047
H 3.019 -1.420 -0.735
H 4.182 -0.171 0.115
H 2.976 -1.368 1.133
H -1.977 2.290 -0.806
H -3.674 1.780 -0.121
H -2.860 0.699 -1.379
H 2.308 1.138 0.326
H -2.084 -2.943 -0.280
H -0.417 2.832 0.149
*
```

Output
Strongest force on any atom   0.13559 hartree/bohr
Structure (SMILES)   CNC1=CC(O)=P(C)=C1O
Energy relative to the best compared isomer or geometry (same formula, charge and spin)   430.8 kJ/mol
LUMO energy (spin up / spin down)   0.25 / 0.28 eV
HOMO-LUMO gap (spin up / spin down)   6.931 / 6.918 eV
E_tot   -21253.493 eV

***

[7]
Density functional theory data (ωB97M-V/def2-TZVPD) for a structure of composition C6H10NS at a distorted geometry.

```
! RIJCOSX wB97M-V def2-TZVPD def2/J DEFGRID3
* xyz 1 1
C 1.081 0.739 1.535
C 0.699 1.938 0.998
C -0.973 -0.833 1.109
C -1.377 -0.687 -0.413
C 0.508 -0.429 0.943
C -0.090 0.031 -0.819
N 0.475 -0.231 -2.137
S -0.187 1.843 -0.549
H 1.678 0.453 2.453
H 1.023 2.863 1.283
H -1.403 0.042 1.787
H -1.002 -1.730 1.689
H -1.552 -1.795 -0.754
H -2.260 -0.124 -0.441
H 1.252 -1.369 0.891
H 1.362 0.449 -2.309
H -0.031 0.012 -3.024
H 0.797 -1.172 -2.241
*
```

Output
Strongest force on any atom   0.10357 hartree/bohr
Energy relative to the best compared isomer or geometry (same formula, charge and spin)   232.2 kJ/mol
LUMO energy   -3.72 eV
HOMO-LUMO gap   8.832 eV
E_tot   -18699.505 eV

***

[8]
Density functional theory data (ωB97M-V/def2-TZVPD) for the ion C6H10O with charge -1 at a distorted geometry.

```
! RIJCOSX wB97M-V def2-TZVPD def2/J DEFGRID3
* xyz -1 2
C 1.351 -0.706 2.615
C 1.028 -0.375 1.249
C 0.375 -1.185 0.346
C -0.155 -0.688 -0.968
C -0.659 0.577 -1.181
O -0.124 1.711 -0.743
C -1.765 0.963 -2.261
H 1.904 -1.600 2.741
H 0.370 -0.678 3.283
H 1.915 0.224 3.011
H 1.280 0.705 0.875
H 0.142 -2.203 0.683
H -0.351 -1.551 -1.699
H 0.652 1.565 -0.195
H -1.774 0.216 -3.060
H -2.782 1.154 -1.874
H -1.409 1.871 -2.824
*
```

Output
Strongest force on any atom   0.08737 hartree/bohr
Energy relative to the best compared isomer or geometry (same formula, charge and spin)   162.7 kJ/mol
LUMO energy (spin up / spin down)   4.42 / 4.28 eV
HOMO-LUMO gap (spin up / spin down)   3.625 / 6.697 eV
E_tot   -8428.079 eV

***

[9]
Density functional theory data (ωB97M-V/def2-TZVPD) for the ion C6H10O with charge -1 at a distorted geometry.

```
! RIJCOSX wB97M-V def2-TZVPD def2/J DEFGRID3
* xyz -1 2
O -2.827 -1.462 1.363
C -1.597 -1.125 1.236
C -1.270 0.315 0.824
C 0.161 0.719 1.128
C 1.195 0.106 0.148
C 0.824 -0.383 -2.351
C 0.886 0.414 -1.282
H -0.777 -1.853 1.114
H -1.352 0.225 -0.273
H -1.996 0.981 1.285
H 0.494 0.424 2.123
H 0.336 1.794 0.999
H 2.160 0.612 0.334
H 1.406 -0.940 0.360
H 1.409 -1.294 -2.363
H 0.342 0.007 -3.238
H 0.606 1.461 -1.408
*
```

Output
Strongest force on any atom   0.03289 hartree/bohr
Energy relative to the best compared isomer or geometry (same formula, charge and spin)   62.1 kJ/mol
LUMO energy (spin up / spin down)   3.92 / 3.88 eV
HOMO-LUMO gap (spin up / spin down)   3.306 / 6.947 eV
E_tot   -8429.122 eV

***

[10]
Density functional theory data (ωB97M-V/def2-TZVPD) for the molecule C6H10O.

```
! RIJCOSX wB97M-V def2-TZVPD def2/J DEFGRID3
* xyz 0 1
C -1.749 -0.331 0.656
C -0.852 0.098 -0.487
C 0.183 1.204 -0.136
C 1.294 0.219 -0.456
C 2.616 0.279 -0.405
O -0.926 -0.641 1.766
C 0.310 -0.881 -0.815
H -1.492 -0.811 2.525
H -2.452 0.482 0.901
H -2.342 -1.208 0.350
H -1.479 0.341 -1.352
H 0.149 2.092 -0.777
H 0.160 1.518 0.913
H 3.232 -0.579 -0.666
H 3.132 1.183 -0.090
H 0.359 -1.751 -0.153
H 0.350 -1.220 -1.856
*
```

Output
Strongest force on any atom   0.00808 hartree/bohr
Structure (SMILES)   C=C1CC(CO)C1
Energy relative to the best compared isomer or geometry (same formula, charge and spin)   112.4 kJ/mol
LUMO energy   0.86 eV
HOMO-LUMO gap   9.957 eV
E_tot   -8430.075 eV

***

[11]
Density functional theory data (ωB97M-V/def2-TZVPD) for the molecule C6H10O.

```
! RIJCOSX wB97M-V def2-TZVPD def2/J DEFGRID3
* xyz 0 1
C 2.480 0.105 0.171
C 0.989 0.307 0.243
C 0.112 -0.710 0.257
C -1.396 -0.619 0.185
C -1.902 -0.403 -1.245
C 0.564 1.718 0.126
O -0.108 2.118 1.180
H 2.975 0.560 1.038
H 2.896 0.580 -0.724
H 2.726 -0.960 0.155
H 0.523 -1.719 0.185
H -1.791 0.183 0.816
H -1.818 -1.548 0.583
H -2.997 -0.442 -1.294
H -1.577 0.576 -1.612
H -1.488 -1.156 -1.924
H -0.188 1.411 1.859
*
```

Output
Strongest force on any atom   0.00683 hartree/bohr
Energy relative to the best compared isomer or geometry (same formula, charge and spin)   260.7 kJ/mol
LUMO energy   0.66 eV
HOMO-LUMO gap   9.095 eV
E_tot   -8428.538 eV

***

[12]
Density functional theory data (ωB97M-V/def2-TZVPD) for a cluster of 2 separate species, C6H10O in total.

```
! RIJCOSX wB97M-V def2-TZVPD def2/J DEFGRID3
* xyz 0 1
C -0.014 -2.675 1.897
C -0.329 -1.488 1.389
C -1.609 -1.269 0.725
C -2.102 -0.103 0.321
H -0.611 -3.557 1.697
H 0.862 -2.807 2.519
H 0.421 -0.707 1.426
H -2.245 -2.151 0.671
H -3.096 -0.068 -0.103
H -1.566 0.829 0.423
O 1.215 2.779 -2.030
C 0.825 1.790 -1.470
C 1.711 0.815 -0.756
H -0.257 1.554 -1.463
H 2.704 0.749 -1.195
H 1.281 -0.181 -0.694
H 1.840 1.203 0.258
*
```

Output
Strongest force on any atom   0.01160 hartree/bohr
Structure (SMILES)   C=CC=C.CC=O
Energy relative to the best compared isomer or geometry (same formula, charge and spin)   147.2 kJ/mol
LUMO energy   0.86 eV
HOMO-LUMO gap   10.054 eV
E_tot   -8429.715 eV